Entry 1:
Entry from the Open Molecules 2025 dataset: a 3-piece molecular cluster, C33H59F2N4O10 overall (the ωB97M-V functional and the def2-TZVPD basis).

XYZ file:
```
108
Properties=species:S:1:pos:R:3:forces:R:3:lowdin_charge:R:1
C -4.872 8.064 5.229 -0.521 -0.404 0.383 -0.16
C -5.079 6.659 4.346 -0.983 1.463 -0.242 -0.25
C -5.241 7.087 2.744 -0.620 0.942 0.900 -0.22
C -6.625 6.474 2.116 0.097 1.064 -1.031 -0.22
C -6.470 5.035 1.349 -0.815 -0.680 0.637 -0.21
C -5.131 4.173 1.735 -0.588 -1.171 -0.469 -0.22
C -5.244 3.364 3.184 0.781 -0.379 -0.811 -0.20
C -3.702 2.899 3.554 0.392 0.019 -0.604 -0.22
C -3.326 1.532 2.680 -0.503 0.046 -0.289 -0.22
C -1.729 1.386 2.339 -0.041 -0.334 0.725 -0.22
C -1.403 0.217 1.189 0.361 1.222 0.556 -0.21
C -0.643 -1.086 1.838 -0.753 -0.236 0.425 -0.20
C -0.803 -2.473 0.937 -0.255 -0.308 0.981 -0.22
C 0.640 -3.216 0.701 -0.162 0.424 1.128 -0.20
C 1.621 -2.495 -0.399 -0.001 -1.067 -0.830 -0.16
C 0.844 -1.667 -1.583 -0.196 0.366 0.431 -0.11
N 1.921 -0.823 -2.296 -0.474 -2.451 -2.441 -0.11
N 2.228 0.343 -1.602 3.298 1.568 -3.571 0.11
C 3.251 1.068 -2.452 -2.183 -3.573 -0.298 -0.13
N 3.767 2.294 -2.097 0.082 -0.579 -1.441 -0.06
C 3.361 3.073 -0.863 -1.276 -0.337 1.452 -0.15
C 3.809 2.398 0.562 -0.551 0.542 0.410 -0.18
C 3.460 3.539 1.734 -0.066 -0.591 -0.110 -0.24
C 2.197 3.069 2.672 0.452 0.297 0.394 -0.15
C 4.791 2.979 -3.018 0.825 0.049 -0.865 -0.08
O 4.422 4.355 -3.388 3.765 -1.683 4.913 -0.20
O 3.586 4.351 -4.401 -4.422 1.158 -3.581 -0.06
N 3.522 0.180 -3.667 -2.728 -1.044 2.794 0.11
C 2.644 -1.066 -3.603 0.421 5.719 5.055 -0.03
C 2.469 -2.332 -4.630 0.305 0.300 -0.182 -0.11
C 2.415 -3.806 -3.916 0.235 -0.701 -0.802 -0.19
C 3.925 -4.346 -3.448 -1.650 -0.778 -0.610 -0.08
C 3.669 -5.520 -2.330 4.528 -2.439 5.332 -0.25
O 4.639 -5.897 -1.451 -6.272 2.713 -6.107 -0.03
O 2.393 -6.297 -2.219 1.950 2.957 -0.115 -0.02
H -5.005 7.816 6.386 0.618 0.584 -2.457 0.08
H -3.845 8.580 5.005 -1.915 -1.076 0.551 0.07
H -5.732 8.855 4.989 1.829 -1.859 0.287 0.08
H -4.233 5.873 4.533 -1.699 1.533 -0.248 0.10
H -6.156 6.264 4.673 2.573 0.492 -0.589 0.10
H -4.275 6.895 2.111 -1.959 0.140 1.148 0.10
H -5.383 8.272 2.764 0.335 -2.557 -0.145 0.11
H -7.484 6.489 2.939 2.001 -0.243 -1.673 0.12
H -6.987 7.254 1.289 0.711 -1.677 1.778 0.11
H -6.606 5.165 0.181 0.588 -0.197 2.448 0.11
H -7.401 4.373 1.695 2.014 1.281 -0.847 0.12
H -4.122 4.763 1.683 -2.085 -0.866 0.173 0.09
H -5.044 3.311 0.914 -0.124 1.913 1.665 0.11
H -5.779 3.978 4.024 1.213 -1.088 -1.653 0.10
H -5.850 2.366 2.994 1.028 2.117 0.462 0.12
H -2.929 3.726 3.186 -1.730 -1.549 0.875 0.10
H -3.527 2.765 4.708 -0.401 0.029 -2.270 0.11
H -3.894 1.584 1.633 1.136 -0.008 2.265 0.11
H -3.780 0.586 3.242 1.200 1.892 -1.210 0.13
H -1.166 1.083 3.338 -1.008 0.758 -2.055 0.12
H -1.328 2.443 1.999 -0.804 -2.150 0.621 0.10
H -2.445 -0.019 0.693 2.267 0.076 0.811 0.12
H -0.686 0.756 0.402 -1.576 -1.291 1.335 0.09
H -1.167 -1.284 2.892 1.160 0.404 -2.292 0.12
H 0.505 -0.888 2.101 -2.451 -0.197 -0.778 0.12
H -1.424 -2.293 -0.054 1.431 -0.315 1.970 0.11
H -1.470 -3.209 1.599 1.541 1.564 -1.624 0.11
H 0.442 -4.362 0.506 0.544 2.352 0.002 0.11
H 1.213 -3.166 1.746 -1.236 -0.218 -2.268 0.13
H 2.214 -3.377 -0.942 -1.056 2.029 1.107 0.10
H 2.446 -1.795 0.058 -1.810 -1.339 -0.681 0.12
H 0.066 -0.862 -1.169 1.655 -1.930 -0.766 0.12
H 0.262 -2.343 -2.354 1.419 1.440 1.538 0.14
H 1.795 0.608 -0.675 0.660 -0.668 -1.693 0.16
H 2.171 3.153 -0.844 2.474 -0.091 -0.154 0.15
H 3.761 4.173 -0.869 -0.529 -2.361 -0.571 0.14
H 3.167 1.453 0.845 1.248 1.689 -0.780 0.09
H 4.933 2.071 0.570 -2.125 0.790 -0.118 0.12
H 4.417 3.638 2.410 -1.991 0.107 -1.402 0.12
H 3.177 4.560 1.195 0.848 -2.072 1.333 0.12
H 1.157 3.245 2.133 2.203 -0.554 1.111 0.07
H 2.210 3.718 3.674 -0.147 -1.483 -2.253 0.10
H 2.352 1.929 2.976 -0.527 2.453 -0.643 0.08
H 4.950 2.391 -4.036 -0.544 0.901 2.439 0.16
H 5.794 3.049 -2.400 -2.140 0.182 -1.426 0.17
H 2.959 5.144 -4.249 1.459 -1.785 -0.075 0.17
H 1.511 -2.153 -5.318 2.055 -0.223 1.761 0.15
H 3.410 -2.327 -5.358 -2.010 0.302 1.703 0.15
H 1.620 -3.907 -3.057 1.712 0.460 -1.718 0.09
H 2.075 -4.575 -4.761 0.562 1.830 1.851 0.14
H 4.396 -4.874 -4.401 -0.819 1.054 2.158 0.14
H 4.635 -3.481 -3.103 -1.393 -1.970 -0.208 0.14
H 1.763 -5.819 -1.601 1.218 -0.681 -0.930 0.11
C -5.065 -4.773 -0.599 -0.483 -0.944 -0.746 -0.07
C -4.087 -4.550 0.504 0.572 -0.137 0.143 -0.33
O -4.170 -3.163 0.741 -0.674 -0.195 -0.013 0.11
C -5.445 -2.821 0.403 -2.002 2.959 0.562 -0.50
O -5.981 -1.773 0.725 1.451 -2.602 -0.865 0.15
O -6.054 -3.799 -0.335 0.400 0.797 0.687 0.08
F -2.830 -4.838 0.099 0.416 -0.180 0.047 0.06
H -4.634 -4.593 -1.590 0.188 -0.004 0.202 0.15
H -5.491 -5.780 -0.580 -0.095 0.257 0.021 0.15
H -4.318 -5.095 1.425 0.211 0.016 -0.076 0.18
C 7.823 -7.814 -3.193 0.871 0.723 0.609 -0.07
C 6.425 -7.773 -3.709 -0.391 0.125 -0.230 -0.34
O 6.262 -9.035 -4.317 0.322 -0.125 0.683 0.14
C 7.086 -9.871 -3.626 0.215 -3.624 -0.018 -0.50
O 7.021 -11.088 -3.672 0.198 3.132 0.084 0.15
O 7.991 -9.179 -2.867 -0.717 -0.569 -0.456 0.08
F 6.289 -6.822 -4.659 -0.306 0.468 -0.301 0.07
H 8.562 -7.528 -3.949 -0.263 0.041 -0.090 0.15
H 7.960 -7.181 -2.312 -0.006 -0.266 -0.041 0.15
H 5.665 -7.637 -2.933 0.038 0.114 -0.180 0.15
```
Positions in Å, forces in eV/Å.

## Properties
Net charge = +1



Entry 2:
Entry from the Open Molecules 2025 dataset: C33H59N2O2P2Pb as an isolated structure (the ωB97M-V functional and the def2-TZVPD basis).

XYZ file:
```
99
Properties=species:S:1:pos:R:3:forces:R:3:lowdin_charge:R:1
C 1.135 1.738 1.541 0.469 0.923 0.466 -0.38
C 0.325 2.165 -0.605 -1.491 -1.193 -1.482 -0.41
C 1.599 3.045 1.638 0.367 -0.579 0.059 -0.07
C 1.089 3.357 -0.688 0.171 1.238 1.206 -0.06
C 1.621 3.861 0.492 -0.753 -0.627 -0.942 -0.05
H 2.088 3.363 2.545 0.058 0.044 0.104 0.10
H 0.941 3.975 -1.579 0.316 -0.196 0.337 0.11
H 2.001 4.870 0.564 0.189 -0.022 -0.163 0.11
N 0.448 1.315 0.476 0.192 -0.866 0.226 0.00
P 1.662 -0.981 2.171 0.743 0.583 0.443 0.99
P -1.826 0.605 -1.524 -0.454 0.986 -0.275 0.99
C 1.502 0.789 2.675 -0.042 -0.028 0.434 -0.27
H 2.471 1.113 3.100 -0.461 -0.057 -0.131 0.09
H 0.781 0.848 3.511 0.131 0.002 -0.425 0.09
C -0.921 -4.069 -0.073 0.177 -3.259 -0.548 -0.06
O -0.767 -5.182 -0.286 -0.299 2.548 0.470 0.07
C -0.629 1.894 -1.607 2.792 -0.765 -0.742 -0.37
H -0.428 2.384 -2.568 -0.396 0.049 0.517 0.06
C -2.106 -0.344 -3.260 -0.024 0.784 0.836 -0.64
C -3.176 1.955 -1.199 -0.360 -1.126 -0.521 -0.66
C 3.462 -1.099 1.559 -0.359 -0.279 0.299 -0.67
C 1.404 -1.931 3.784 0.283 0.218 -0.340 -0.69
C -1.503 -1.756 -3.242 0.069 0.000 0.185 -0.12
H -1.907 -2.383 -2.439 -0.022 0.091 0.025 0.06
H -1.742 -2.272 -4.185 0.019 0.231 0.184 0.10
H -0.412 -1.730 -3.157 -0.167 -0.021 0.055 0.04
C -3.605 -0.464 -3.533 -0.074 -0.132 -0.232 -0.10
H -4.110 -1.028 -2.740 0.062 0.084 -0.139 0.08
H -4.104 0.501 -3.657 0.116 -0.272 0.069 0.06
H -3.748 -1.021 -4.469 0.042 0.052 0.129 0.09
C -1.383 0.453 -4.326 0.082 -0.109 -0.534 -0.11
H -1.507 -0.019 -5.310 -0.151 0.000 0.062 0.10
H -1.730 1.486 -4.409 0.102 -0.090 0.057 0.08
H -0.310 0.439 -4.126 -0.383 0.024 0.125 0.03
C -4.479 1.237 -0.845 -0.382 0.429 0.035 -0.10
H -4.295 0.587 0.034 -0.281 0.314 -0.320 0.06
H -5.217 2.025 -0.597 -0.009 -0.571 0.052 0.09
H -4.880 0.621 -1.669 0.165 0.393 0.507 0.06
C -2.728 2.825 0.004 0.085 -0.119 -0.312 -0.08
H -2.364 2.194 0.832 -0.138 0.278 -0.218 0.06
H -1.917 3.506 -0.284 -0.259 -0.257 0.134 0.08
H -3.565 3.451 0.354 0.089 -0.369 -0.106 0.10
C -3.254 2.830 -2.468 -0.234 0.276 0.221 -0.09
H -2.254 3.277 -2.621 -0.711 -0.050 -0.073 0.07
H -3.559 2.293 -3.390 0.132 0.351 0.683 0.06
H -3.984 3.642 -2.282 0.305 -0.265 -0.187 0.10
C 1.718 -3.413 3.503 -0.131 -0.021 0.207 -0.09
H 1.472 -4.004 4.397 0.018 0.081 -0.205 0.10
H 1.118 -3.798 2.664 0.147 0.060 0.197 0.08
H 2.780 -3.587 3.283 -0.358 0.090 0.048 0.07
C -0.081 -1.759 4.167 -0.036 -0.099 0.038 -0.10
H -0.318 -0.718 4.438 0.088 -0.339 -0.100 0.07
H -0.776 -2.076 3.374 0.187 0.064 0.098 0.06
H -0.284 -2.378 5.054 0.026 0.147 -0.218 0.10
C 2.246 -1.404 4.954 -0.017 -0.218 0.309 -0.08
H 2.102 -0.327 5.106 0.039 -0.243 0.025 0.08
H 1.911 -1.927 5.861 0.028 0.208 -0.084 0.10
H 3.315 -1.610 4.861 -0.378 0.084 -0.009 0.06
C 3.842 0.172 0.788 -0.068 0.051 -0.063 -0.09
H 3.933 1.038 1.458 -0.059 -0.166 -0.246 0.09
H 4.828 0.014 0.324 -0.218 -0.003 0.115 0.10
H 3.127 0.408 -0.012 0.114 -0.006 0.238 0.06
C 3.491 -2.317 0.619 0.144 -0.041 0.028 -0.10
H 2.860 -2.139 -0.264 0.222 -0.143 0.302 0.04
H 4.521 -2.502 0.277 -0.230 0.047 0.061 0.10
H 3.143 -3.223 1.136 0.106 0.194 -0.235 0.07
C 4.453 -1.270 2.715 0.377 -0.022 -0.200 -0.09
H 4.387 -0.437 3.428 0.035 -0.240 -0.149 0.08
H 4.342 -2.224 3.244 0.006 0.301 -0.157 0.07
H 5.469 -1.258 2.295 -0.166 0.017 0.082 0.10
Pb -0.413 -1.127 0.225 -0.307 1.179 -0.231 1.11
N 1.403 -0.945 -1.728 2.447 0.965 -2.228 0.12
C 2.107 -0.477 -2.549 -3.345 0.349 1.514 -0.08
C 2.722 0.423 -3.596 0.198 -0.046 -0.088 -0.53
C 1.899 1.671 -4.027 -0.586 0.467 -0.093 -0.04
C 3.908 1.030 -2.848 0.748 0.094 0.719 -0.05
C 3.009 -0.467 -4.822 -0.064 -0.549 -0.173 -0.04
H 0.946 1.492 -4.538 0.503 -0.205 0.248 0.06
H 1.701 2.373 -3.195 0.137 -0.619 -0.271 0.07
H 2.488 2.246 -4.764 0.174 -0.455 0.343 0.11
H 4.460 0.304 -2.233 0.025 0.066 -0.450 0.08
H 4.602 1.571 -3.499 -0.158 -0.222 -0.069 0.10
H 3.498 1.759 -2.133 0.193 -0.145 -0.165 0.08
H 3.547 0.061 -5.626 -0.161 -0.036 0.490 0.10
H 3.576 -1.376 -4.548 -0.074 0.470 -0.087 0.09
H 2.048 -0.827 -5.245 0.463 0.280 0.205 0.09
C -4.643 -1.531 2.767 -0.279 0.216 -0.273 -0.14
C -4.068 -0.427 3.663 0.312 -0.264 0.263 -0.14
C -2.986 0.238 2.821 -0.116 0.498 -0.195 -0.18
O -2.611 -0.684 1.764 -0.505 -0.321 0.543 -0.35
C -3.561 -1.793 1.728 0.402 -0.205 -0.133 -0.20
H -4.898 -2.431 3.334 0.056 0.141 -0.143 0.12
H -5.545 -1.200 2.239 0.105 0.048 0.307 0.12
H -3.594 -0.848 4.560 -0.298 -0.014 -0.148 0.12
H -4.836 0.284 3.975 0.173 -0.082 0.013 0.12
H -3.371 1.158 2.359 0.208 -0.223 0.034 0.11
H -2.100 0.486 3.426 -0.166 -0.087 -0.359 0.11
H -3.016 -2.718 1.963 0.034 0.169 -0.147 0.11
H -3.986 -1.872 0.714 0.295 0.080 0.259 0.12
```
Positions in Å, forces in eV/Å.

## Properties
ΔE to the lowest compared entry with this formula, charge and spin = 0.0 kJ/mol
Net charge = +1



| no. | gap between HOMO and LUMO (eV) |
| --- | --- |
| 1 | 8.402 |
| 2 | 5.890 |